(1)
This record from OMol25 describes a molecular structure, CH7N4S2. The level of theory is wB97M-V/def2-TZVPD.

Calculated values
DFT total energy   -1057.30310 a.u.
<S²>   2.01
Kohn-Sham gap (alpha / beta)   8.719 / 6.366 eV
HOMO energy (alpha / beta)   -11.7 / -13.7 eV
Net charge   +1
Spin multiplicity   3
Energy above the lowest of the compared OMol25 structures with the same formula, charge and spin   0.000 eV
Molar mass   139.229 g/mol

Each line ends with the natural charge from an NBO analysis.
Cartesian coordinates (Å):
C: -1.001 -0.305 0.278  0.619
N: -0.100 0.297 -0.404  -0.690
N: -0.965 -1.648 0.354  -0.765
N: -2.056 0.261 0.882  -0.776
N: 3.500 -0.408 -0.011  -0.951
S: 4.735 0.341 0.673  0.652
S: 2.073 -0.298 -0.735  0.665
H: -1.412 -1.962 1.202  0.394
H: -0.190 -2.221 0.058  0.423
H: -2.259 1.231 0.993  0.425
H: -2.750 -0.340 1.350  0.414
H: -0.123 1.272 -0.394  0.373
H: 4.931 1.499 -0.248  0.108
H: 1.925 0.931 -1.430  0.109

=====

(2)
This record from OMol25 describes 2 unconnected molecules or ions with the total composition C4H12. The level of theory is wB97M-V/def2-TZVPD.

Calculated values
DFT total energy   -159.50666 a.u.
Kohn-Sham gap   12.402 eV
HOMO energy   -11.3 eV
SMILES   CC.CC
Energy above the lowest of the compared OMol25 structures with the same formula, charge and spin   2.131 eV
Molar mass   60.140 g/mol

Each line ends with the natural charge from an NBO analysis.
Cartesian coordinates (Å):
C: 2.036 -0.487 -2.193  -0.621
C: 1.254 -0.151 -0.861  -0.583
H: 2.147 -1.656 -2.527  0.215
H: 1.555 0.178 -3.089  0.200
H: 3.088 -0.017 -2.071  0.203
H: 1.871 -0.600 0.042  0.190
H: 0.330 -0.603 -0.908  0.199
H: 1.294 0.823 -0.729  0.197
C: -0.964 0.039 1.671  -0.606
C: -2.518 0.520 1.459  -0.631
H: -0.074 0.789 1.576  0.200
H: -0.877 -0.269 2.703  0.201
H: -0.802 -0.693 0.947  0.198
H: -2.542 1.557 1.704  0.219
H: -2.722 0.822 0.411  0.205
H: -3.074 -0.252 1.863  0.215

=====

(3)
This record from OMol25 describes C14H14N2S in the gas phase. The level of theory is wB97M-V/def2-TZVPD.

Calculated values
DFT total energy   -1049.14377 a.u.
Kohn-Sham gap   8.380 eV
HOMO energy   -8.2 eV
SMILES   CS/C(=N\c1ccccc1)Nc1ccccc1
Energy above the lowest of the compared OMol25 structures with the same formula, charge and spin   12.070 eV
Molar mass   242.347 g/mol

Each line ends with the natural charge from an NBO analysis.
Cartesian coordinates (Å):
C: -0.920 -2.345 0.389  -0.699
S: 0.316 -1.558 -0.739  0.123
C: 0.196 0.116 0.337  0.417
N: 1.180 0.797 0.618  -0.512
C: 2.557 0.615 0.034  0.044
C: 3.148 -0.491 0.630  -0.178
C: 4.578 -0.805 0.475  -0.241
C: 5.213 0.292 -0.307  -0.205
C: 4.554 1.297 -0.989  -0.290
C: 3.346 1.277 -0.756  -0.120
N: -0.833 0.686 0.781  -0.622
C: -2.251 0.551 0.415  0.157
C: -2.498 0.232 -1.141  -0.192
C: -3.866 0.259 -1.372  -0.256
C: -4.830 0.483 -0.625  -0.217
C: -4.660 0.710 0.828  -0.135
C: -3.309 0.898 0.900  -0.230
H: -0.781 -2.106 1.356  0.214
H: -1.800 -2.061 -0.130  0.229
H: -0.647 -3.419 0.130  0.225
H: 2.594 -1.229 1.445  0.208
H: 5.049 -1.784 0.983  0.239
H: 6.246 -0.136 -0.389  0.210
H: 5.215 1.855 -1.645  0.235
H: 2.858 2.408 -1.039  0.177
H: -0.817 1.380 1.528  0.424
H: -1.586 0.056 -1.652  0.237
H: -3.993 -0.082 -2.462  0.211
H: -5.795 0.474 -1.093  0.212
H: -5.418 0.648 1.318  0.192
H: -3.045 0.978 2.174  0.140

=====

(4)
This record from OMol25 describes 2 unconnected molecules or ions with the total composition C3H9N3. The level of theory is wB97M-V/def2-TZVPD.

Calculated values
DFT total energy   -283.19179 a.u.
Kohn-Sham gap   11.183 eV
HOMO energy   -20.6 eV
Net charge   +2
Energy above the lowest of the compared OMol25 structures with the same formula, charge and spin   3.245 eV
Molar mass   87.126 g/mol

Each line ends with the natural charge from an NBO analysis.
Cartesian coordinates (Å):
C: -1.651 0.950 0.744  0.418
C: -2.622 2.661 -0.862  -0.471
C: 1.368 -2.506 -0.180  -0.486
N: 2.738 -0.741 0.637  -0.292
N: -2.054 1.717 0.007  -0.130
N: 1.611 -1.218 0.435  0.100
H: -1.470 0.292 1.544  0.293
H: -1.755 3.297 -1.316  0.302
H: -3.334 3.086 -0.205  0.285
H: -3.146 2.047 -1.731  0.302
H: 0.595 -2.447 -0.850  0.270
H: 1.046 -2.951 0.714  0.282
H: 2.212 -3.164 -0.514  0.257
H: 3.689 -1.200 0.512  0.438
H: 2.772 0.178 1.066  0.432

=====

(5)
This record from OMol25 describes 2 unconnected molecules or ions with the total composition C4H12N2O2. The level of theory is wB97M-V/def2-TZVPD.

Calculated values
DFT total energy   -419.62842 a.u.
Kohn-Sham gap   9.180 eV
HOMO energy   -8.7 eV
Energy above the lowest of the compared OMol25 structures with the same formula, charge and spin   0.546 eV
Molar mass   120.152 g/mol

Each line ends with the natural charge from an NBO analysis.
Cartesian coordinates (Å):
N: 1.474 -2.497 1.032  -0.866
C: 0.711 -1.390 0.659  0.878
O: -0.257 -1.061 1.423  -0.804
O: 1.027 -0.806 -0.394  -0.783
H: 2.370 -2.560 0.579  0.381
H: 1.533 -2.659 2.024  0.375
C: -1.247 0.941 -0.958  -0.227
C: -0.299 2.001 -0.405  -0.414
C: 0.750 2.338 -1.458  -0.608
N: -1.997 0.247 0.127  -0.723
H: -1.938 1.413 -1.659  0.186
H: -0.676 0.171 -1.476  0.257
H: 0.183 1.628 0.501  0.233
H: -0.870 2.898 -0.138  0.188
H: 1.299 1.427 -1.703  0.240
H: 0.302 2.732 -2.375  0.195
H: 1.448 3.088 -1.082  0.214
H: -1.215 -0.301 0.690  0.469
H: -2.543 0.874 0.713  0.403
H: -2.611 -0.489 -0.219  0.408

=====

Question: energy above the lowest of the compared OMol25 structures with the same formula, charge and spin of number 5 (C4H12N2O2)?
Answer: 0.546 eV